1.
H3N3O3 | ωB97M-V/def2-TZVPD

Last column: natural (NBO) charge in e.
Element x y z (Å)
1 N 0.17721 -0.82313 0.28303  -0.592
2 N 0.39769 0.13379 -0.55231  0.099
3 N -1.63103 -0.01274 -1.58685  0.488
4 O -1.90562 -1.09027 -1.07977  -0.398
5 O -1.99372 0.52811 -2.56954  -0.305
6 O 0.52181 1.42564 -0.07586  -0.558
7 H -0.73945 -1.19148 0.02980  0.416
8 H 0.38879 -0.52893 1.23609  0.360
9 H 0.14618 1.94317 -0.74998  0.489

## Properties
total charge: 0
frontier orbital gap (spin up / spin down): 0.2614 / 0.3420 hartree
LUMO (spin up / spin down): -1.240 / -0.063 eV
strongest force on any atom: 4.0 eV/A
calculated total energy: -391.5339 a.u.

---

2.
H3N3O3S3 | ωB97M-V/def2-TZVPD

Last column: natural (NBO) charge in e.
Element x y z (Å)
1 N -1.00402 0.21173 2.44969  -0.704
2 N 1.37760 -0.53284 -1.48286  -1.089
3 N 0.63310 1.33757 -0.15871  -0.991
4 O -2.44792 -1.59862 1.24969  -0.855
5 O -1.86525 0.48024 0.15023  -0.927
6 O -0.17616 -1.05010 0.37008  -0.907
7 S 0.14987 2.48868 0.89666  0.341
8 S -1.56314 -0.47622 1.25666  2.269
9 S -0.13310 -0.09122 -0.75041  1.626
10 H 2.03019 -1.11788 -1.04731  0.393
11 H 1.34956 -0.91639 -2.48621  0.411
12 H 1.64927 1.26505 -0.44752  0.432

## Properties
total charge: 0
frontier orbital gap (spin up / spin down): 0.2834 / 0.2604 hartree
LUMO (spin up / spin down): -1.605 / -2.093 eV
strongest force on any atom: 6.6 eV/A
calculated total energy: -1586.1113 a.u.

---

3.
H3N4 | ωB97M-V/def2-TZVPD

Last column: natural (NBO) charge in e.
Element x y z (Å)
1 N 1.44157 -1.25988 1.91264  0.140
2 N 1.06400 -0.81853 0.98834  -0.103
3 N -0.34658 0.68470 -0.87704  -0.259
4 N -0.77416 0.33333 0.22910  -0.050
5 H -0.01474 1.60027 -0.94132  0.427
6 H -0.16489 -0.01158 -1.75571  0.438
7 H -1.20520 -0.52831 0.44399  0.407

## Properties
total charge: +1
frontier orbital gap: 0.4079 hartree
LUMO: -7.333 eV
strongest force on any atom: 5.6 eV/A
calculated total energy: -220.4823 a.u.

---

4.
H3N4O2 | ωB97M-V/def2-TZVPD

Last column: natural (NBO) charge in e.
Element x y z (Å)
1 N -1.47043 -0.70915 -0.27429  -0.004
2 N 2.05779 -0.10764 0.16037  -1.128
3 N -1.55129 -1.85393 0.05159  -0.271
4 N -1.75390 0.50033 0.01669  0.473
5 O -0.74057 1.22237 0.30192  -0.608
6 O -2.85094 1.05498 -0.37301  -0.583
7 H 3.01662 0.09551 0.36336  0.344
8 H 1.39301 0.62080 0.26319  0.411
9 H 1.89972 -0.82327 -0.50983  0.366

## Properties
total charge: -1
frontier orbital gap (spin up / spin down): 0.2572 / 0.2571 hartree
LUMO (spin up / spin down): 4.420 / 4.420 eV
strongest force on any atom: 4.5 eV/A
calculated total energy: -371.1470 a.u.

---

5.
H3N6 | ωB97M-V/def2-TZVPD

Last column: Löwdin spin population.
Element x y z (Å)
1 N 0.33292 2.64524 0.70314  0.019
2 N 0.91251 1.52889 0.66884  0.018
3 N -1.04357 1.22296 -0.14763  0.011
4 N -0.88767 2.46119 0.19732  0.008
5 N 0.07635 0.68453 0.14817  0.261
6 N 0.29879 -1.77250 0.21725  1.581
7 H -1.59076 3.19331 0.09713  0.001
8 H 1.26331 -1.78330 0.54897  0.051
9 H 0.17043 -1.95069 -0.77823  0.051

## Properties
total charge: +1
frontier orbital gap (spin up / spin down): 0.4767 / 0.2543 hartree
LUMO (spin up / spin down): -3.867 / -9.870 eV
strongest force on any atom: 2.5 eV/A
calculated total energy: -329.8045 a.u.
<S²>: 2.01
spin multiplicity: 3

---

6.
H3NO2S | ωB97M-V/def2-TZVPD

Last column: natural (NBO) charge in e.
Element x y z (Å)
1 O -3.02076 0.11128 0.61616  -0.686
2 S -2.70634 -0.67142 -0.59521  0.691
3 N 1.55077 0.43988 0.04416  -0.530
4 O 0.39572 -0.33141 -0.32616  -0.602
5 H 2.24210 0.22166 -0.66932  0.339
6 H 1.89165 0.04545 0.92392  0.329
7 H -0.35314 0.18456 0.00645  0.460

## Properties
total charge: 0
frontier orbital gap (spin up / spin down): 0.2862 / 0.2865 hartree
LUMO (spin up / spin down): -1.661 / -1.643 eV
strongest force on any atom: 0.5 eV/A
calculated total energy: -605.0851 a.u.
SMILES: O=S.NO

---

7.
H3NO2S2 | ωB97M-V/def2-TZVPD

Last column: natural (NBO) charge in e.
Element x y z (Å)
1 N -0.85098 0.64619 1.32758  -1.055
2 O 0.88809 1.18046 -0.46261  -0.837
3 O -0.08620 -1.01442 -1.59506  -0.866
4 S 1.38804 -0.80987 -1.50418  0.826
5 S -0.56371 1.08873 -0.34518  1.130
6 H -0.96513 -0.38313 1.41519  0.387
7 H -1.61324 1.14819 1.78267  0.389
8 H 1.80313 -1.85615 -0.61841  0.026

## Properties
total charge: 0
frontier orbital gap (spin up / spin down): 0.2875 / 0.2896 hartree
LUMO (spin up / spin down): -0.775 / -0.775 eV
strongest force on any atom: 2.5 eV/A
calculated total energy: -1003.2992 a.u.

---

8.
H3NO2S2 | ωB97M-V/def2-TZVPD

Last column: natural (NBO) charge in e.
Element x y z (Å)
1 N 1.29225 0.12525 -0.06737  -1.103
2 O -0.82573 1.34032 -1.03236  -0.897
3 O -1.12964 -0.03788 1.02397  -0.896
4 S -1.95056 -1.22395 0.24286  0.324
5 S -0.12735 1.15551 0.20519  1.644
6 H 1.62462 -0.12871 0.88194  0.402
7 H 1.94627 0.48812 -0.87601  0.426
8 H -0.82985 -1.71865 -0.37823  0.099

## Properties
total charge: 0
frontier orbital gap: 0.3407 hartree
LUMO: 0.346 eV
strongest force on any atom: 3.2 eV/A
calculated total energy: -1003.3316 a.u.

---

9.
H3NO2S2 | ωB97M-V/def2-TZVPD

Last column: natural (NBO) charge in e.
Element x y z (Å)
1 S -1.61836 -1.50654 -0.13888  0.283
2 O -1.13725 -0.35248 0.98176  -0.531
3 N 0.08104 0.26723 0.66428  -0.097
4 O 1.14998 -0.49588 1.09763  -0.526
5 S 1.65799 -1.41202 -0.17551  0.296
6 H -2.71433 -0.73872 -0.83881  0.116
7 H 0.12062 1.13906 1.14862  0.354
8 H 2.76881 -0.52475 -0.67168  0.105

## Properties
total charge: 0
frontier orbital gap: 0.3520 hartree
LUMO: 0.482 eV
strongest force on any atom: 3.2 eV/A
calculated total energy: -1003.2107 a.u.
SMILES: SONOS

---

10.
H3NO2Si | ωB97M-V/def2-TZVPD

Last column: natural (NBO) charge in e.
Element x y z (Å)
1 N -0.87155 0.36890 -0.42834  -0.205
2 O 0.41023 -1.33474 -0.28050  -1.078
3 O -1.87109 0.37115 0.30996  -0.243
4 Si 0.71368 0.06821 0.30351  1.548
5 H -0.92529 -0.38695 -1.18953  0.421
6 H 0.73618 0.36276 1.71091  -0.210
7 H 1.80784 0.55066 -0.42601  -0.235

## Properties
total charge: 0
frontier orbital gap (spin up / spin down): 0.3126 / 0.3105 hartree
LUMO (spin up / spin down): -1.934 / -1.967 eV
strongest force on any atom: 4.2 eV/A
calculated total energy: -496.3975 a.u.

---

11.
H3NO2Si | ωB97M-V/def2-TZVPD

Last column: natural (NBO) charge in e.
Element x y z (Å)
1 N -0.96391 -0.02374 0.26303  0.220
2 O -1.54708 -0.90916 0.82535  -0.311
3 O -1.50785 1.05251 -0.06432  -0.417
4 Si 0.78479 0.23496 -0.26486  0.915
5 H 0.82268 0.69075 -1.79128  -0.115
6 H 1.44902 1.20957 0.57513  -0.162
7 H 0.96234 -2.25488 0.45693  -0.130

## Properties
total charge: 0
frontier orbital gap (spin up / spin down): 0.3227 / 0.2944 hartree
LUMO (spin up / spin down): -1.466 / -1.162 eV
strongest force on any atom: 2.6 eV/A
calculated total energy: -496.2785 a.u.

---

12.
H3NO3 | ωB97M-V/def2-TZVPD

Last column: natural (NBO) charge in e.
Element x y z (Å)
1 N 2.40586 0.27286 0.09183  -0.001
2 O 1.53694 -0.33500 -0.49711  -0.251
3 H 2.35058 0.05372 1.12896  0.252
4 O -1.88821 0.70608 -0.22888  -0.455
5 O -1.77126 -0.66226 0.18442  -0.453
6 H -1.01104 1.02409 0.00971  0.451
7 H -1.62288 -1.05949 -0.68894  0.458

## Properties
total charge: 0
frontier orbital gap: 0.3409 hartree
LUMO: -0.742 eV
strongest force on any atom: 1.5 eV/A
calculated total energy: -282.0654 a.u.
SMILES: N=O.OO

---

Q: strongest force on any atom of number 7 (H3NO2S2)?
A: 2.5 eV/A